{
  "formula": "C27H52P2PtSi",
  "method": "ωB97M-V/def2-TZVPD",
  "e_lumo_ev": [-4.446, -9.505],
  "total_charge": 2,
  "spin_multiplicity": 5,
  "de_lowest_kj_mol": 0.0,
  "homo_energy_ev": [-11.97, -13.44],
  "elements": ["Pt", "C", "C", "C", "C", "C", "C", "H", "H", "H", "C", "H", "H", "H", "C", "H", "H", "H", "C", "H", "H", "H", "C", "H", "H", "H", "C", "C", "C", "C", "C", "C", "C", "C", "H", "H", "H", "H", "H", "H", "H", "H", "H", "H", "H", "H", "P", "C", "C", "P", "C", "C", "C", "H", "H", "H", "H", "H", "H", "H", "H", "H", "H", "H", "H", "H", "H", "C", "Si", "C", "C", "C", "H", "H", "H", "H", "H", "H", "H", "H", "H", "H", "H"],
  "coordinates": [[0.12, -0.49, 1.56], [-0.84, -2.51, 2.54], [0.48, -2.89, 2.12], [0.70, -1.12, 3.63], [-0.72, -1.42, 3.47], [1.43, -2.02, 2.76], [-2.12, -3.14, 2.13], [-2.06, -3.55, 1.11], [-2.95, -2.42, 2.17], [-2.38, -3.98, 2.80], [-1.82, -0.84, 4.29], [-2.80, -1.05, 3.84], [-1.70, 0.25, 4.40], [-1.82, -1.28, 5.30], [1.32, -0.22, 4.65], [1.44, -0.73, 5.62], [0.68, 0.66, 4.81], [2.31, 0.11, 4.32], [2.92, -2.09, 2.68], [3.33, -2.77, 3.45], [3.36, -1.10, 2.84], [3.24, -2.46, 1.69], [0.83, -3.97, 1.15], [1.05, -4.93, 1.68], [1.73, -3.71, 0.57], [0.00, -4.18, 0.45], [-1.70, 0.73, -5.10], [-1.77, -0.61, -5.09], [-0.96, -1.54, -5.95], [0.41, -1.02, -6.43], [1.35, -0.55, -5.36], [1.42, 0.67, -4.80], [0.61, 1.88, -5.20], [-0.74, 1.60, -5.87], [-1.55, -1.81, -6.84], [0.24, -0.26, -7.20], [-0.81, -2.49, -5.41], [-0.56, 1.21, -6.88], [-2.46, 1.29, -4.52], [-2.59, -1.08, -4.53], [-1.23, 2.57, -6.02], [0.45, 2.51, -4.31], [2.23, 0.87, -4.08], [1.21, 2.50, -5.89], [0.90, -1.85, -6.95], [2.10, -1.29, -5.05], [-1.16, -0.34, -0.46], [-2.77, 0.47, -0.44], [-1.33, -1.81, -1.49], [1.52, 0.25, -0.19], [0.12, 0.70, -1.33], [2.46, -1.02, -1.07], [2.61, 1.63, 0.22], [-2.83, 1.28, 0.30], [-3.53, -0.28, -0.18], [-2.99, 0.87, -1.44], [-1.45, -1.51, -2.55], [-2.22, -2.35, -1.16], [-0.45, -2.46, -1.40], [2.92, 2.17, -0.69], [3.51, 1.21, 0.71], [2.14, 2.33, 0.92], [-0.12, 1.78, -1.27], [0.29, 0.40, -2.38], [3.40, -1.19, -0.52], [2.68, -0.69, -2.10], [1.90, -1.96, -1.11], [-1.21, 4.35, 2.48], [-0.35, 2.82, 3.25], [1.48, 3.20, 3.46], [-1.09, 2.58, 4.98], [-0.77, 1.41, 2.02], [-1.07, 5.26, 3.09], [-2.30, 4.20, 2.39], [-0.82, 4.57, 1.48], [1.59, 4.02, 4.19], [2.03, 2.34, 3.84], [1.94, 3.53, 2.52], [-2.17, 2.38, 4.94], [-0.62, 1.79, 5.57], [-0.96, 3.52, 5.53], [-1.80, 1.09, 2.26], [-0.87, 1.97, 1.06]]
}